Record 1
ORCA calculation (ωB97M-V/def2-TZVPD) on a single C8H7ClN2S molecule in a non-equilibrium geometry.

Element x y z (Å)
C -0.1920 0.9863 3.2626
N 0.0377 1.2291 1.7996
C -0.7398 0.6629 0.8364
C -0.2734 0.1654 -0.3510
C -1.2575 -0.0414 -1.3819
C -0.9260 -0.7472 -2.4900
C 0.3793 -1.2996 -2.5449
Cl 0.7655 -2.2700 -3.9915
C 1.3404 -1.0459 -1.6789
C 1.0339 -0.2540 -0.5088
N 2.0109 -0.0239 0.2700
S 1.6948 1.5410 1.3685
H -1.2350 0.4838 3.3374
H 0.6893 0.4235 3.6834
H -0.0814 1.9397 3.7308
H -1.7522 0.4108 1.0896
H -2.2750 0.2303 -1.2758
H -1.6164 -1.0544 -3.2550
H 2.3969 -1.3362 -1.9004

Cartesian forces, eV/Å:
C -0.5 -1.1 -1.1
N 0.1 -1.1 0.1
C 1.1 0.1 1.3
C -3.2 1.7 -0.3
C 0.9 -1.5 -0.9
C -0.5 -0.3 0.6
C 0.1 -0.5 -2.0
Cl -0.2 0.5 0.6
C 1.9 -0.7 0.3
C 1.6 -0.2 -1.0
N 1.8 2.6 2.6
S -0.4 -2.5 -1.9
H 1.9 0.9 0.5
H -1.3 -0.1 -0.6
H -0.7 0.7 0.5
H -0.5 0.5 0.4
H -0.7 0.6 0.4
H -0.3 0.3 -0.1
H -1.1 0.2 0.6

Charge: 0
Structure (SMILES): CN1C=c2ccc(Cl)cc2=NS1
E, a.u.: -1276.839323
Energy relative to the best compared isomer or geometry (same formula, charge and spin), kcal/mol: 0.0
F_max, hartree/bohr: 0.0795

Here are the Löwdin charges for atoms 1 to 5, given in e:
1 C -0.096
2 N -0.459
3 C -0.094
4 C -0.211
5 C -0.023

Record 2
ORCA calculation (ωB97M-V/def2-TZVPD) on a single C18H21F2N3O4 molecule in a non-equilibrium geometry.

Element x y z (Å)
C 0.6718 2.4739 -5.0976
O 0.5077 1.8848 -3.7867
C 1.6304 1.4301 -3.1273
C 1.3276 0.5244 -2.1111
C 2.3415 -0.0713 -1.3650
C 2.0897 -1.1369 -0.2897
C 0.8561 -2.0147 -0.5818
C 0.6827 -3.0166 0.5704
N 0.4580 -2.2085 1.7872
C -0.8553 -2.0016 2.2651
O -1.7479 -2.7691 1.9180
C -1.2415 -0.7584 3.0985
C -2.7832 -0.4660 2.9911
C -3.2644 -0.0087 1.5864
N -4.7213 0.1844 1.5901
C -4.9840 1.5181 1.4686
O -5.9807 2.1223 1.7515
N -3.8742 2.1959 1.1139
C -2.7963 1.3822 1.1379
O -1.6742 1.7711 1.0275
C 1.6291 -1.3670 2.2173
C 2.0444 -0.4409 1.0857
C 3.6931 0.3367 -1.5691
C 4.0014 1.2940 -2.5405
F 5.2649 1.6887 -2.7559
C 2.9883 1.8251 -3.3393
F 3.3250 2.6632 -4.3452
H 1.2996 1.8177 -5.7208
H -0.2641 2.5821 -5.6131
H 1.1223 3.4662 -4.9899
H 0.2806 0.2620 -1.9157
H 2.9624 -1.8193 -0.2557
H 0.9258 -2.5295 -1.5649
H -0.0439 -1.3911 -0.6313
H 1.5962 -3.6488 0.5880
H -0.1529 -3.6454 0.3469
H -0.9740 -0.9950 4.1108
H -0.7007 0.1180 2.7705
H -3.3712 -1.3528 3.2856
H -2.9690 0.3755 3.6814
H -2.9350 -0.7113 0.8262
H -5.3247 -0.3493 2.2037
H -3.7763 3.1640 1.3137
H 1.3984 -0.7211 3.0717
H 2.4512 -2.0260 2.4729
H 3.0071 0.0429 1.3028
H 1.3434 0.3775 1.0122
H 4.5361 -0.0512 -0.9946

Cartesian forces, eV/Å:
C 1.2 -0.1 0.3
O 0.6 0.2 -0.6
C 0.1 0.5 -0.2
C 0.4 -0.5 0.4
C 1.4 0.1 0.1
C 0.3 0.2 -0.5
C 0.1 0.1 0.0
C 0.5 1.0 -0.4
N -0.3 0.7 1.5
C 0.4 -0.5 -1.6
O 0.4 0.3 0.2
C -0.7 -0.7 -1.0
C 1.1 0.4 -0.1
C -0.2 -0.4 -0.1
N 0.6 -0.2 -0.4
C -1.8 0.4 1.4
O -1.6 -0.1 0.1
N 1.2 -0.5 -0.9
C 0.5 -0.3 1.5
O 1.6 -0.1 -0.4
C -1.0 0.0 -0.8
C 0.0 0.0 -0.4
C -0.4 0.4 -0.4
C -1.1 -0.6 0.3
F -0.2 -0.1 0.1
C -1.1 -0.4 -0.1
F 0.0 0.0 0.3
H 0.0 0.3 0.2
H -0.7 -0.2 0.4
H 0.0 -0.2 -0.2
H 0.5 0.2 -0.3
H -0.2 0.3 -0.3
H 0.2 0.3 0.6
H 0.0 -0.1 0.1
H -0.5 0.3 0.6
H -0.6 -0.4 0.4
H 0.0 0.2 0.7
H 0.3 0.2 0.0
H 0.3 0.4 -0.1
H -0.2 -0.4 -0.1
H -0.1 -0.4 0.0
H 0.1 0.1 -0.2
H -0.2 0.8 -0.3
H -0.2 -0.6 0.0
H 0.1 -0.3 0.2
H -0.1 -0.3 -0.1
H -0.5 0.3 0.0
H -0.4 -0.1 -0.1

Charge: 0
Structure (SMILES): COc1cc(C2CCN(C(=O)CC[C@H]3NC(=O)NC3=O)CC2)cc(F)c1F
E, a.u.: -1363.499986
Energy relative to the best compared isomer or geometry (same formula, charge and spin), kcal/mol: 0.0
F_max, hartree/bohr: 0.0445

Here are the Löwdin charges for atoms 1 to 5, given in e:
1 C -0.051
2 O -0.078
3 C -0.181
4 C 0.042
5 C -0.170

Record 3
ORCA calculation (ωB97M-V/def2-TZVPD) on a single C2H4IN3 molecule in a non-equilibrium geometry.

Element x y z (Å)
H 1.9967 -2.0910 0.0496
N 1.4971 -1.3257 -0.2956
C 0.5723 -0.9139 0.3751
C -0.5658 -0.0121 -0.5574
I -2.6618 -0.1506 0.2192
N -0.0795 1.2031 -0.3883
N -0.5187 2.0591 0.3398
H 0.0365 2.8286 0.4568
H 0.3310 -1.1839 1.4288
H -0.6078 -0.4138 -1.6282

Cartesian forces, eV/Å:
H 1.5 -1.0 1.3
N 0.5 0.0 -2.5
C -3.7 0.8 -0.2
C -0.7 -3.7 0.8
I 0.4 -0.4 -0.1
N 3.2 3.0 -1.2
N -3.8 -2.4 1.1
H 2.5 2.5 -0.3
H -0.3 0.5 -0.7
H 0.4 0.7 1.8

Charge: 0
Structure (SMILES): [H]/N=C/[C@@H](I)/N=N/[H]
E, a.u.: -540.445858
Energy relative to the best compared isomer or geometry (same formula, charge and spin), kcal/mol: 27.7
F_max, hartree/bohr: 0.0905

Here are the Löwdin charges for atoms 1 to 5, given in e:
1 H 0.043
2 N 0.108
3 C -0.216
4 C -0.687
5 I 0.594

Record 4
ORCA calculation (ωB97M-V/def2-TZVPD) on a single C6H5NO molecule in a non-equilibrium geometry.

Element x y z (Å)
C -2.8589 -0.6408 0.1275
C -1.6891 -0.3354 0.0166
C -0.2852 -0.2567 -0.2098
C 0.3536 1.0422 -0.8467
C 0.6740 0.5520 0.5958
C 1.7566 -0.3537 0.3797
N 1.5618 -1.4704 -0.1670
O 0.2093 -1.5235 -0.5025
H -3.8128 -0.5905 0.6037
H 1.1530 0.9957 -1.5972
H -0.4571 1.6996 -0.9570
H 0.6958 1.0615 1.5934
H 2.6990 -0.1802 0.9635

Cartesian forces, eV/Å:
C 1.1 1.2 0.7
C -1.6 -0.6 -0.2
C -0.8 1.0 -0.8
C -0.2 -2.0 1.4
C -0.1 1.0 -0.6
C 3.6 -0.2 2.9
N 0.0 -0.7 -0.5
O 0.6 0.2 -0.2
H -0.2 -0.4 -0.4
H -0.5 0.0 0.4
H -0.5 1.2 -0.3
H -0.7 -0.2 -1.2
H -0.6 -0.4 -1.2

Charge: 0
Structure (SMILES): C#C[C@@]12C[C@@H]1C=NO2
E, a.u.: -361.429706
Energy relative to the best compared isomer or geometry (same formula, charge and spin), kcal/mol: 97.0
F_max, hartree/bohr: 0.0908

Here are the Löwdin charges for atoms 1 to 5, given in e:
1 C 0.146
2 C -0.031
3 C -0.451
4 C 0.043
5 C -0.152

Record 5
ORCA calculation (ωB97M-V/def2-TZVPD) on a molecular structure, C32H45Cl5N2OS2Si3Y in a non-equilibrium geometry.

Element x y z (Å)
Y 12.1112 13.1712 10.7165
C 9.7087 14.8178 13.4832
N 10.1320 15.1565 12.1431
C 8.9471 15.4505 11.3302
C 7.9470 14.3100 11.1882
N 8.4267 13.0317 10.7140
C 7.8802 12.6736 9.4103
C 8.0314 12.0288 11.7682
C 6.6759 11.9699 12.1210
C 6.2047 11.1302 13.0448
C 7.0768 10.2383 13.6321
C 8.4197 10.3010 13.3399
C 8.9879 11.2256 12.4257
S 10.6793 11.2013 12.1128
C 11.0668 16.2334 12.2591
C 10.7486 17.5100 11.7347
C 11.5942 18.5324 11.9478
C 12.8453 18.3032 12.4786
C 13.2080 17.0429 12.8664
C 12.3628 15.9269 12.6997
S 12.8392 14.2806 13.0623
H 9.0533 15.6358 13.9043
H 10.5672 14.7206 14.1804
H 9.1391 13.8686 13.4925
H 9.2316 15.7870 10.3395
H 8.5070 16.3146 11.8631
H 7.2214 14.7127 10.4638
H 7.4683 14.2365 12.1668
H 8.5241 13.0990 8.6306
H 7.9199 11.5720 9.3590
H 6.8324 12.9769 9.2744
H 6.0040 12.6119 11.5933
H 5.1609 11.1340 13.3741
H 6.7840 9.5253 14.3169
H 9.0955 9.5887 13.8171
H 9.7667 17.7249 11.2775
H 11.3113 19.4854 11.4652
H 13.5791 19.0805 12.7703
H 14.2406 16.9308 13.2234
C 14.5109 10.1762 6.9807
O 14.0139 11.4054 7.4258
Si 14.9737 12.6097 8.1060
C 16.3936 11.7527 9.0610
C 15.7388 13.2682 6.5457
C 13.8430 13.8477 8.9359
Si 12.6748 14.5955 7.6859
C 13.2505 16.1315 6.6966
C 11.0670 15.0567 8.5771
C 12.1250 13.5398 6.1847
Si 15.0895 15.1478 9.6139
C 16.6757 15.4808 8.6649
C 14.2978 16.9074 9.4993
C 15.7976 14.8623 11.3416
H 15.1507 9.7871 7.7690
H 15.1409 10.2358 6.0708
H 13.6676 9.4650 6.7493
H 16.8418 10.9167 8.5127
H 15.9668 11.3224 9.9416
H 17.1994 12.4632 9.3055
H 15.8897 12.4003 5.9207
H 16.7243 13.7465 6.6935
H 15.1109 13.9692 6.0240
H 12.4746 16.8720 6.7483
H 13.3847 15.7263 5.6704
H 14.2055 16.5513 6.9701
H 10.3596 15.7647 8.1047
H 11.2255 15.6095 9.4925
H 10.4212 14.2384 8.8480
H 12.8761 13.4706 5.3940
H 11.1898 13.9225 5.7347
H 11.9235 12.5096 6.4812
H 16.4759 15.8908 7.6790
H 17.4098 14.6669 8.5615
H 17.1894 16.2419 9.2403
H 14.8400 17.5514 8.8701
H 14.0523 17.4011 10.4153
H 13.3715 16.7034 9.0067
H 15.8717 13.8233 11.6225
H 15.1639 15.3240 12.1235
H 16.7453 15.3119 11.3484
Cl 14.5874 10.7354 12.0869
C 13.6378 10.1023 10.7756
C 12.7692 10.9619 10.1757
C 11.8558 10.4223 9.2754
Cl 10.6249 11.4284 8.5279
C 11.7964 9.0594 9.0369
Cl 10.7734 8.4022 7.7722
C 12.6790 8.1681 9.6961
Cl 12.7125 6.5255 9.2962
C 13.6276 8.7257 10.5444
Cl 14.7706 7.7010 11.3290

Cartesian forces, eV/Å:
Y -0.7 0.4 0.5
C -0.6 -0.4 1.5
N 0.3 -0.5 -0.6
C 0.7 0.4 0.4
C -0.2 1.7 0.1
N -0.4 -1.0 1.9
C 0.3 -0.9 0.2
C 0.7 0.4 -0.7
C 1.1 1.1 -1.7
C -1.6 -1.2 1.6
C 1.5 1.0 -0.9
C 0.7 -0.3 0.0
C -1.4 0.3 -0.4
S 0.4 0.0 0.1
C -0.3 0.1 -1.8
C -1.5 -1.6 0.8
C 0.7 2.3 -1.5
C 0.8 0.9 1.4
C 0.7 -1.0 0.1
C -0.1 0.9 0.2
S 0.5 -0.2 0.1
H 0.3 -0.5 -0.4
H -0.5 -0.1 -0.7
H 0.4 0.4 0.1
H 0.3 0.1 -0.1
H -0.8 -0.3 -0.5
H -0.2 -0.1 0.3
H -0.2 -0.2 -0.3
H -0.4 0.0 -0.1
H 0.0 0.5 -0.3
H 0.1 0.1 0.0
H -0.4 0.4 -0.2
H 0.2 0.0 -0.4
H -0.9 -1.4 1.4
H -0.1 0.2 -0.1
H 0.8 -0.3 0.3
H 0.4 -0.3 0.7
H -0.7 -0.2 -0.7
H -0.6 -0.3 0.0
C -0.3 -0.5 -0.1
O -0.4 0.0 0.0
Si -0.5 -0.3 -0.3
C -0.2 0.6 -0.6
C 1.2 0.5 0.2
C 0.9 0.3 0.2
Si 0.5 -0.1 -1.1
C 0.4 -1.3 -0.5
C -0.5 0.9 0.1
C -0.4 -0.5 0.4
Si -0.7 0.5 0.2
C 0.5 -0.6 -0.5
C -0.3 -1.8 0.7
C -2.1 -0.1 0.3
H 0.0 -0.7 0.0
H -0.3 0.2 0.2
H 0.7 0.7 0.4
H -0.1 0.3 -0.2
H 0.0 -0.1 0.9
H -0.3 -0.3 0.1
H 0.1 -0.3 -0.4
H -0.4 -0.2 -0.1
H -0.3 0.3 -0.3
H -0.3 0.6 -0.3
H -0.3 0.6 0.4
H 0.1 0.2 0.2
H 0.4 -0.4 -0.5
H 0.5 0.2 0.7
H -0.3 -0.8 0.1
H 0.1 0.2 0.1
H 0.4 0.1 0.2
H 0.0 0.0 0.0
H 0.0 0.0 -0.2
H -0.4 0.1 0.0
H 0.0 0.4 0.2
H 0.9 0.9 -0.8
H 0.1 0.2 0.7
H -0.8 0.3 -0.2
H 0.1 -0.5 0.0
H 0.4 -0.2 -0.5
H 1.5 0.6 0.1
Cl 0.3 0.2 0.2
C -0.3 -0.5 0.3
C -0.7 0.3 -0.7
C 0.4 -1.1 0.2
Cl 0.6 0.1 0.3
C 0.1 -0.5 -0.6
Cl 0.0 0.2 0.4
C 0.0 1.7 -0.4
Cl -0.1 -0.8 -0.1
C 0.0 -0.3 0.2
Cl 0.1 -0.1 0.1

Charge: -1
E, a.u.: -5435.474664
Energy relative to the best compared isomer or geometry (same formula, charge and spin), kcal/mol: 43.0
F_max, hartree/bohr: 0.0553

Here are the Löwdin charges for atoms 1 to 5, given in e:
1 Y 1.123
2 C -0.099
3 N -0.197
4 C -0.196
5 C -0.208